The following is a quantum chemistry calculation of a cluster of 2 separate species, C4H13N2S in total, from the Open Molecules 2025 dataset.

Geometry as XYZ:
```
20
Properties=species:S:1:pos:R:3:forces:R:3
N -2.68036 -1.26715 0.93515 -0.249 0.154 0.180
H 4.29831 0.63312 0.05461 -0.010 0.081 0.231
H 0.61957 -0.24760 0.77317 -0.068 -0.115 0.118
H -2.13969 -1.85812 -0.93827 0.205 -0.035 0.049
C 3.21599 0.51715 0.06829 0.191 -0.317 0.233
H 0.62515 1.52286 0.77585 -0.059 0.092 0.147
H 3.01314 -0.48444 -0.31167 -0.164 0.154 -0.324
H 0.27337 0.62354 2.29309 0.015 0.048 0.029
H -1.18760 1.03602 -2.36775 -0.076 -0.100 -0.078
C 0.85106 0.63312 1.37109 0.383 -0.115 -0.239
N -1.43931 0.02243 -0.55829 -0.554 -0.146 0.358
H 0.30536 0.40569 -1.67480 -0.035 -0.030 0.184
H -3.24023 -2.09467 1.06094 0.095 -0.123 -0.073
C -0.75220 0.19574 -1.83182 0.262 0.265 -0.160
H -2.78673 -0.56771 1.65492 0.185 0.103 -0.024
H -1.48473 0.79492 0.09524 0.344 0.143 -0.154
H 2.79650 1.31348 -0.54427 -0.127 -0.083 -0.047
C -2.07172 -1.05697 -0.20981 -0.246 -0.268 -0.415
S 2.61004 0.59528 1.77054 0.056 0.284 0.003
H -0.82593 -0.71670 -2.41621 -0.148 0.007 -0.018
```
Forces are in eV/Å.

2S+1: 1
total charge: +1
energy above the lowest of the compared OMol25 structures with the same formula, charge and spin: 66.6 kJ/mol
LUMO level: -0.132 Eh
orbital gap: 7.83 eV
F_max: 0.013 Eh/bohr


The following is a quantum chemistry calculation of a structure of composition C5H5CeCl2NO5Sc, from the Open Molecules 2025 dataset.

Geometry as XYZ:
```
20
Properties=species:S:1:pos:R:3:forces:R:3
C -0.81625 -2.99611 -0.87451 -5.268 -8.031 -0.356
C 4.70891 -2.75807 -1.31169 4.745 -6.049 -1.851
H -3.15617 3.26828 1.84759 0.035 0.088 0.145
Cl 2.32231 1.13855 -0.31966 0.443 -1.649 -0.282
O -1.05202 1.00452 0.12464 0.953 -2.066 -0.333
Sc 3.55057 -0.95613 -0.41646 1.020 0.998 1.665
H -2.24339 2.05031 2.55614 -0.304 0.520 -0.369
N -2.52265 2.48423 1.65302 0.440 0.160 -0.147
C 4.58765 0.08149 -2.24374 3.470 3.570 -4.240
C -2.14751 0.40198 0.54217 -0.132 -0.344 -0.066
O -1.48359 -3.95374 -0.88974 3.865 5.435 0.046
C -3.22450 1.45921 0.77622 -0.511 -0.573 0.313
Ce 0.23180 -0.85054 -0.54836 -2.787 3.663 1.287
H -1.64476 2.86514 1.19085 -1.312 -0.472 0.555
O -2.21914 -0.84058 0.69848 1.219 1.620 -0.969
O 5.40586 -3.65233 -1.59550 -4.215 5.300 1.588
H -3.42048 1.92115 -0.21100 -0.130 -0.133 0.568
H -4.18067 1.08496 1.24825 1.169 0.456 -0.395
Cl 2.11587 -2.47341 0.77171 0.369 0.764 -0.858
O 5.18816 0.72107 -2.99842 -3.070 -3.254 3.698
```
Forces are in eV/Å.

2S+1: 2
total charge: +4
energy above the lowest of the compared OMol25 structures with the same formula, charge and spin: 25.9 kJ/mol
LUMO level (spin up / spin down): -0.640 / -0.639 Eh
orbital gap (spin up / spin down): 7.20 / 7.23 eV
F_max: 0.187 Eh/bohr


The following is a quantum chemistry calculation of an isolated molecule of C11H13NOSe, from the Open Molecules 2025 dataset.

Geometry as XYZ:
```
27
Properties=species:S:1:pos:R:3:forces:R:3
C -3.14755 -2.91735 0.97207 0.843 1.054 0.253
H 1.12622 2.71194 -0.58615 0.570 -0.601 -0.590
H -0.11847 2.52977 0.37928 -0.622 -0.041 1.286
H 2.57704 0.35334 -0.69385 -0.813 -0.063 -1.234
C -2.28282 -2.79807 -0.15199 -0.584 -0.345 2.074
H 2.00184 -1.69214 -0.46986 -0.218 0.287 -0.108
Se 0.84121 -0.50847 1.52149 -0.823 -0.156 0.109
H -1.19188 -1.76836 3.49558 -0.028 1.087 -1.603
C -2.75987 -2.45865 2.23461 2.939 0.627 -4.294
C 1.56299 0.06327 -1.15078 1.391 2.165 1.062
C 0.81450 2.03172 0.20915 0.855 1.287 0.192
O 1.50409 -1.30447 -1.20523 0.217 -1.573 -1.440
C -0.83795 -1.51439 1.27426 2.838 -0.044 -0.839
H -0.34732 -2.05747 -0.76437 0.134 0.231 -0.308
H 1.59256 1.84179 -2.53427 0.519 -1.060 0.108
C 0.63209 0.59162 -0.12231 -2.393 -0.882 1.160
C 1.27487 0.77585 -2.47291 0.087 1.194 0.942
H -3.36306 -2.44753 3.01108 -2.974 -0.619 3.631
H 0.26407 0.86083 -2.79041 -1.602 -0.218 0.706
N 2.75053 2.43251 1.91843 -0.415 -0.349 -0.111
C -1.08479 -2.11082 0.00530 -1.495 -0.058 0.895
H 1.60292 0.17694 -3.23822 1.805 -1.050 -2.025
H -0.46543 0.44171 -0.31511 1.136 -0.103 -0.443
H -4.13205 -3.30961 0.79608 -0.227 -0.350 0.206
C 1.84606 2.19259 1.24623 0.175 1.139 0.012
C -1.51899 -1.78299 2.41240 -1.956 -1.907 1.300
H -2.65793 -3.40464 -0.95610 0.640 0.348 -0.940
```
Forces are in eV/Å.

SMILES string: C[C@H](O)[C@H](CC#N)[Se]c1ccccc1
2S+1: 1
energy above the lowest of the compared OMol25 structures with the same formula, charge and spin: 55.3 kJ/mol
LUMO level: 0.026 Eh
orbital gap: 9.15 eV
F_max: 0.102 Eh/bohr


The following is a quantum chemistry calculation of a cluster of 9 separate species, C54H36O36 in total, from the Open Molecules 2025 dataset.

Geometry as XYZ:
```
126
Properties=species:S:1:pos:R:3:forces:R:3
O -18.92341 13.16114 0.18348 0.251 -0.305 -0.702
H -23.89795 10.63848 -0.08842 0.216 -0.193 0.281
O -25.53754 14.08219 0.33946 0.140 0.145 0.560
O -23.01550 13.74522 -0.41236 -0.393 0.433 -0.019
C -23.15382 9.27556 -3.76353 -0.187 -1.090 1.715
H -28.71238 17.26281 -7.00025 -0.430 0.399 0.606
O -24.68400 12.26782 -2.04062 0.280 -1.350 0.927
C -22.11484 9.14920 -7.29394 -1.545 1.464 -0.952
H -15.71293 6.76046 -1.60365 -0.030 0.066 0.175
C -17.51427 12.45083 -1.64261 -1.667 -0.677 -0.943
H -22.93884 5.35399 -8.12726 0.342 -0.046 0.535
H -25.51341 12.13888 -5.38641 0.559 0.073 0.780
H -27.20249 16.11062 -3.90431 0.175 0.582 0.327
H -24.63193 9.15947 -9.16188 0.032 0.735 0.253
O -28.45285 17.28396 -6.03298 0.527 -0.691 -0.848
H -21.01094 11.93044 -1.22625 -0.727 0.094 0.474
C -24.45351 10.13581 4.26680 -0.533 0.528 2.021
C -22.90525 13.21702 3.24426 2.131 0.534 -0.597
H -27.27453 13.36162 -8.07545 -0.688 -0.374 -0.952
O -17.39409 8.25688 -0.38989 -0.305 0.043 0.473
H -24.66218 6.49946 -6.46663 -0.179 -0.066 0.003
H -24.42865 9.25589 7.27058 -0.022 -0.388 0.815
H -21.99611 7.13441 -1.69479 -0.110 -0.129 0.203
C -23.06386 9.00941 -1.28015 -0.990 1.763 -2.584
C -19.64987 5.37271 0.16978 -0.395 1.152 1.355
C -23.29768 13.67690 0.87234 -0.750 -0.224 1.307
C -23.20854 8.56836 5.65934 1.039 0.422 -1.106
C -27.34365 8.66910 -4.93630 0.204 -1.341 -0.205
O -20.31793 8.47389 -5.99499 -1.103 -1.115 -0.889
C -23.85744 10.57440 -3.52722 0.825 -1.573 -0.208
C -23.19584 8.88254 -8.08199 0.275 -0.423 -0.047
H -17.98750 13.49030 0.22768 -0.530 -0.210 0.244
C -22.43014 13.35854 1.83166 -0.032 -0.499 1.481
O -20.68788 10.68389 -3.55632 -0.562 0.628 0.175
C -16.63325 6.94184 -2.14340 1.038 -0.853 0.101
H -19.96210 7.75965 -3.98020 -0.412 0.293 0.039
O -24.96093 9.80717 6.68029 0.555 0.291 -2.274
O -24.46735 7.19534 -9.14838 0.555 -0.103 0.052
C -28.49129 8.04558 -4.58719 -0.870 0.667 0.846
C -27.80365 16.13084 -5.96481 0.774 -0.694 2.048
H -21.37784 13.11450 1.69647 -0.235 0.163 -0.175
C -18.46971 11.25126 -3.54924 1.862 -0.133 -0.857
C -17.36189 11.78182 -2.92535 -1.812 -0.687 -0.391
O -22.10218 12.93852 4.13301 -0.787 -0.132 -0.256
C -21.59969 6.66696 -7.00180 0.700 0.960 0.557
C -19.84369 11.29652 -2.93729 0.644 -0.343 0.859
O -18.39279 10.60123 -4.75207 0.084 0.732 1.382
O -20.71192 5.85466 -6.45273 -0.876 -0.121 -0.572
C -25.23121 13.72989 2.68968 0.632 -0.018 -0.225
H -20.62656 6.98245 1.15925 0.316 0.046 0.189
O -20.37039 5.58339 -0.79022 0.428 -0.908 -0.975
C -17.63985 7.73518 -1.45815 0.571 0.519 -0.437
C -18.23624 4.97779 2.58708 -0.113 -1.706 -0.018
H -22.49248 8.70003 1.41153 0.804 0.130 0.459
O -16.57152 12.98245 -1.11624 -0.103 0.563 1.158
H -26.29019 13.78599 2.92384 0.171 0.264 -0.183
C -26.27537 7.86885 -5.63104 0.971 1.645 0.346
O -17.77994 4.64542 3.66712 0.050 0.885 -0.035
C -22.46135 8.80933 3.31813 -1.005 0.344 -0.468
H -27.04960 9.66156 -4.65662 -0.121 0.340 0.076
C -23.68456 10.28218 -1.08212 -1.474 2.424 -0.933
C -26.49854 14.38470 -4.88277 0.341 -1.747 -2.196
C -28.74875 6.65542 -5.05842 -0.067 -1.438 -1.116
C -26.61691 13.53105 -6.15159 -1.226 -0.507 0.121
H -23.02651 8.89062 -4.76343 -0.063 0.406 -0.108
H -19.25527 10.19255 -4.99161 0.089 0.296 0.377
O -29.51707 8.54238 -3.81401 0.984 -0.528 -1.080
O -21.84480 8.52732 2.15955 -0.542 -0.134 0.468
C -18.93477 8.08250 -2.14702 0.998 1.023 1.629
H -25.20122 10.89144 4.04220 0.005 -0.189 0.122
C -23.50177 7.39339 -8.43549 0.395 0.797 1.412
H -19.40948 3.91094 -1.38590 0.608 -0.580 -0.090
C -19.10506 7.59057 -3.36260 -1.134 0.392 -0.393
O -25.13901 8.33490 -5.80926 -1.482 -0.462 0.077
C -27.66065 5.86286 -5.69690 1.107 1.812 -0.340
H -17.35791 3.23741 1.53676 -0.095 -0.008 0.355
H -21.65291 7.44104 4.70134 0.615 -0.597 0.101
H -18.64967 6.51654 4.18720 0.180 -0.054 0.594
H -30.26513 7.88489 -3.83622 0.971 0.397 -0.210
O -22.24465 7.30092 -2.62397 0.194 -0.036 -1.427
C -18.14362 6.74118 -4.00222 0.611 -1.550 -0.301
O -24.22475 11.29008 -4.42803 -0.194 0.325 -0.839
O -18.68437 3.47105 -0.86453 -0.329 0.902 0.444
H -23.71724 13.16294 5.34380 0.569 -0.138 0.527
O -25.81856 13.86747 -4.03324 0.520 0.147 1.741
O -25.39525 5.84718 -6.47942 0.500 -0.543 -0.539
H -16.39920 5.57458 -4.88976 0.056 -0.572 -0.746
H -21.89112 10.19139 -7.07374 0.074 -0.213 0.126
C -26.46358 6.44792 -6.04347 -2.680 -0.145 2.052
C -16.78841 6.42541 -3.36894 -1.528 1.086 0.714
C -24.30275 13.49993 3.64052 -1.198 0.165 0.091
O -26.15496 12.26827 -6.08824 -0.705 1.416 -1.171
O -24.06317 9.77989 -8.62633 1.095 -2.187 0.341
C -24.78257 13.87793 1.27499 0.006 -0.485 -0.570
H -27.86280 4.84857 -5.90257 -0.261 -0.974 -0.154
C -24.29507 9.59613 5.50459 -0.160 0.100 -0.154
O -23.86289 10.24982 2.06048 0.668 0.028 -0.096
C -27.14820 15.63272 -4.85800 -1.455 1.698 -0.770
C -19.16569 6.14702 2.48458 0.154 -0.425 -1.426
O -28.69662 15.74245 -8.06008 0.804 -0.156 0.435
H -16.34041 11.74835 -3.26127 0.015 -0.189 -0.495
C -22.34417 8.22184 4.51671 -0.154 0.308 -0.330
C -22.80729 8.49512 -2.68569 -0.612 1.656 -0.096
C -19.82972 6.26123 1.31666 -0.308 0.545 0.647
C -27.36927 13.94953 -7.20146 1.342 0.579 0.830
C -23.56931 9.82049 3.16416 -0.992 -0.505 -0.288
C -18.66930 4.24366 0.23971 -0.724 0.056 0.622
C -22.67242 6.34254 -7.75574 -0.687 0.375 -1.450
H -25.01832 12.57930 -2.89270 -0.020 0.117 -0.660
O -23.01278 8.07226 6.74190 -0.334 -0.224 0.857
O -29.87879 6.19112 -4.94097 0.772 0.469 0.305
H -23.87180 13.94915 -0.84259 0.052 -0.160 -0.251
H -20.02309 6.38629 -5.99585 0.187 -0.149 0.163
C -20.01692 11.91995 -1.59645 0.852 0.176 -0.831
H -19.14852 9.21958 -0.65343 0.391 -0.192 0.467
O -19.27374 6.91192 3.56388 -0.139 -0.108 -0.404
C -27.96018 15.28174 -7.18667 -0.561 -0.747 -0.956
C -21.28487 8.15219 -6.70512 0.652 0.266 0.179
C -18.06303 4.05244 1.43490 0.421 0.234 -1.392
O -18.42637 6.14700 -5.03854 0.549 0.338 -0.010
C -18.96046 12.48587 -0.97660 1.524 0.318 -0.616
C -24.12945 11.05169 -2.13394 1.052 -0.651 0.903
O -22.76801 8.28374 -0.39000 1.009 -1.919 2.708
O -15.94370 5.65724 -4.04313 -0.414 0.592 0.268
O -24.55552 13.46072 4.97348 -0.155 -0.051 -1.586
O -19.65723 8.99598 -1.44310 -0.313 -1.391 -1.552
```
Forces are in eV/Å.

SMILES string: O=C1C=C(O)C(=O)C=C1O.O=C1C=C(O)C(=O)C=C1O.O=C1C=C(O)C(=O)C=C1O.O=C1C=C(O)C(=O)C=C1O.O=C1C=C(O)C(=O)C=C1O.O=C1C=C(O)C(=O)C=C1O.O=C1C=C(O)C(=O)C=C1O.O=C1C=C(O)C(=O)C=C1O.O=C1C=C(O)C(=O)C=C1O
2S+1: 1
energy above the lowest of the compared OMol25 structures with the same formula, charge and spin: 0.0 kJ/mol
LUMO level: -0.068 Eh
orbital gap: 7.60 eV
F_max: 0.067 Eh/bohr